Record 1
The following is a DFT calculation (ωB97M-V with the def2-TZVPD basis set) of a 3-piece molecular cluster, C26H47BN5O19P2 overall at a distorted geometry.

The total energy comes out at -3429.511334 Ha. For the HOMO energy, the calculation gives -10.61 eV. The gap between HOMO and LUMO is 8.096 eV. Its spin multiplicity is 1. The total charge is +1. As for the LUMO energy: -2.51 eV.

XYZ file:
```
100
C26H47BN5O19P2, DFT ωB97M-V with the def2-TZVPD basis set
C -0.79 -3.08 4.58
C -0.46 -1.96 3.87
C -1.21 -1.73 2.59
C -0.91 -0.38 1.91
C -2.22 0.30 1.40
O -3.09 -0.75 0.88
C -4.22 -0.90 1.47
N -5.27 -0.97 1.98
P -2.85 1.19 2.92
O -1.84 2.17 3.30
O -4.28 1.89 2.74
O -3.01 0.12 4.09
C -1.99 1.34 0.30
C -3.22 2.12 -0.16
N -4.42 1.32 -0.43
C -1.19 0.75 -0.90
C -0.56 1.90 -1.64
O 0.38 1.44 -2.58
C 1.43 2.37 -2.75
C 2.65 1.80 -3.51
O 2.58 0.43 -3.86
C 3.75 -0.25 -3.40
C 3.65 -1.73 -3.68
O 3.36 -2.43 -2.48
C 3.13 -3.80 -2.79
C 2.80 -4.58 -1.53
O -2.19 0.05 -1.70
N -2.30 0.50 -3.04
O -3.04 -0.17 -3.63
C -0.20 -0.35 -0.50
B -0.72 -1.75 -1.10
O -0.40 -2.03 -2.39
O -1.45 -2.64 -0.39
C -2.51 -3.30 -1.10
N 0.22 -0.35 0.94
C 1.22 -1.46 1.07
C 2.19 -1.37 2.22
N 3.26 -2.04 2.08
P 1.27 1.31 1.07
O 2.67 1.07 0.36
O 1.44 1.62 2.64
H -0.13 -3.91 4.75
H -1.82 -3.14 4.92
H 0.24 -1.22 4.24
H -1.02 -2.59 1.97
H -2.26 -1.81 2.89
H -0.61 0.25 2.75
H -4.86 1.59 3.45
H -3.92 -0.01 4.38
H -1.32 2.08 0.73
H -3.41 2.89 0.58
H -3.00 2.68 -1.06
H -4.46 1.13 -1.42
H -5.24 1.87 -0.22
H -0.04 2.55 -0.94
H -1.29 2.54 -2.11
H 1.80 2.73 -1.79
H 1.03 3.19 -3.35
H 2.85 2.42 -4.38
H 3.51 1.90 -2.86
H 3.91 -0.08 -2.33
H 4.58 0.18 -3.96
H 4.58 -2.09 -4.12
H 2.82 -1.88 -4.37
H 4.03 -4.19 -3.27
H 2.30 -3.88 -3.48
H 2.72 -3.90 -0.70
H 1.87 -5.12 -1.67
H 3.58 -5.31 -1.35
H 0.71 -0.14 -1.06
H -0.24 -1.23 -2.91
H -2.15 -4.22 -1.53
H -3.27 -3.55 -0.37
H -2.95 -2.65 -1.86
H 0.77 -2.45 1.15
H 1.85 -1.49 0.19
H 1.97 -0.80 3.11
H 3.87 -1.93 2.89
H 3.44 0.79 0.92
H 2.18 2.23 2.77
C -6.21 6.14 1.82
C -5.84 4.86 1.10
O -5.07 5.33 0.00
C -4.55 6.55 0.34
O -3.73 7.12 -0.29
O -5.11 6.99 1.49
H -6.29 6.01 2.90
H -7.13 6.59 1.45
H -5.23 4.20 1.70
H -6.72 4.31 0.75
C 6.42 -2.65 0.13
C 6.39 -1.64 -1.00
O 5.50 -0.64 -0.47
C 5.51 -0.74 0.86
O 4.99 0.05 1.60
O 6.16 -1.83 1.28
H 7.38 -3.15 0.23
H 5.63 -3.40 0.05
H 7.36 -1.18 -1.18
H 6.01 -2.05 -1.93
```

Atomic partial charges in e from the Mulliken method, atoms 1 to 2: C -1.15; C -0.36

=====

Record 2
The following is a DFT calculation (ωB97M-V with the def2-TZVPD basis set) of one molecule with the formula C7H9I at a distorted geometry.

The total energy comes out at -569.556692 Ha. For the HOMO energy (alpha / beta), the calculation gives -5.29 / -8.66 eV. The gap between HOMO and LUMO (alpha / beta) is 6.036 / 5.206 eV. Its spin multiplicity is 3. As for the LUMO energy (alpha / beta): 0.75 / -3.46 eV.

XYZ file:
```
17
C7H9I, DFT ωB97M-V with the def2-TZVPD basis set
C -0.10 0.69 -0.47
C 0.19 1.97 -0.30
C 0.40 3.28 -0.02
C -0.19 -0.85 -1.03
C -0.87 -0.36 0.21
C 1.04 -1.72 -1.02
C -0.48 -0.83 1.59
I -3.05 -0.20 0.05
H 1.21 3.58 0.62
H -0.24 4.02 -0.45
H -0.79 -0.92 -1.93
H 0.75 -2.75 -0.86
H 1.73 -1.43 -0.23
H 1.56 -1.64 -1.97
H -1.04 -1.72 1.87
H -0.68 -0.05 2.32
H 0.58 -1.07 1.62
```

Atomic partial charges in e from the Mulliken method, atoms 1 to 2: C -0.13; C 0.46

=====

Record 3
The following is a DFT calculation (ωB97M-V with the def2-TZVPD basis set) of C27H33BrIN6O4PV as an isolated structure.

The total energy comes out at -5834.436112 Ha. For the HOMO energy (alpha / beta), the calculation gives -15.98 / -15.98 eV. The gap between HOMO and LUMO (alpha / beta) is 5.506 / 6.413 eV. Its spin multiplicity is 3. The total charge is +3. As for the LUMO energy (alpha / beta): -10.47 / -9.56 eV.

XYZ file:
```
74
C27H33BrIN6O4PV, DFT ωB97M-V with the def2-TZVPD basis set
V -0.10 0.56 0.07
C 5.10 1.96 0.88
C 3.77 2.00 0.17
O 3.47 0.68 -0.37
P 2.29 -0.30 -0.04
O 2.50 -1.45 -1.08
C 2.84 -1.19 -2.49
C 4.30 -1.45 -2.72
O 2.49 -0.95 1.38
C 3.75 -1.64 1.76
C 4.09 -1.29 3.18
H 5.45 2.98 1.05
H 5.84 1.45 0.28
H 5.02 1.47 1.85
H 3.79 2.66 -0.69
H 2.96 2.30 0.83
H 2.56 -0.16 -2.74
H 2.20 -1.87 -3.05
H 4.93 -0.81 -2.11
H 4.54 -1.25 -3.77
H 4.55 -2.50 -2.52
H 4.52 -1.35 1.05
H 3.54 -2.70 1.63
H 4.43 -0.26 3.27
H 4.90 -1.94 3.52
H 3.24 -1.45 3.83
C -0.58 4.61 -2.08
N -0.21 4.19 -0.70
C -0.14 5.12 0.32
C 0.17 4.77 1.58
C 0.43 3.39 1.86
N 0.35 2.50 0.85
C 0.05 2.93 -0.39
O -0.04 1.95 -1.24
N 0.76 2.97 3.06
H -0.15 5.59 -2.26
H -1.66 4.64 -2.15
H -0.17 3.89 -2.78
H -0.35 6.14 0.03
H 0.22 5.52 2.36
H 0.83 3.61 3.84
H 0.97 1.99 3.24
Br -0.21 -3.55 -2.52
C 0.72 -4.16 -1.00
C 1.58 -5.24 -1.14
C 2.24 -5.75 -0.04
C 2.04 -5.20 1.23
C 1.19 -4.12 1.38
C 0.55 -3.61 0.26
I -0.86 -2.11 0.58
H 1.72 -5.68 -2.12
H 2.90 -6.60 -0.16
H 2.54 -5.62 2.09
H 1.02 -3.70 2.36
N -10.10 -1.37 -2.90
C -9.11 -1.09 -2.38
C -7.88 -0.73 -1.73
C -7.84 0.36 -0.86
C -6.66 0.70 -0.24
C -5.53 -0.06 -0.50
C -5.54 -1.15 -1.35
C -6.73 -1.48 -1.98
N -4.29 0.28 0.16
C -4.13 0.53 1.51
C -2.81 0.79 1.70
N -2.15 0.70 0.47
C -3.10 0.38 -0.42
H -8.74 0.93 -0.68
H -6.61 1.55 0.42
H -4.66 -1.75 -1.52
H -6.78 -2.33 -2.66
H -4.95 0.50 2.20
H -2.29 1.03 2.61
H -2.96 0.26 -1.48
```

Atomic partial charges in e from the Mulliken method, atoms 1 to 2: V 0.02; C -1.24

=====

Record 4
The following is a DFT calculation (ωB97M-V with the def2-TZVPD basis set) of one molecule with the formula C15H17N3O3.

The total energy comes out at -971.892972 Ha. For the HOMO energy, the calculation gives -9.12 eV. The gap between HOMO and LUMO is 9.884 eV. Its spin multiplicity is 1. As for the LUMO energy: 0.76 eV.

XYZ file:
```
38
C15H17N3O3, DFT ωB97M-V with the def2-TZVPD basis set
C -2.47 2.66 0.49
C -2.71 1.43 -0.37
C -2.57 1.65 -1.89
N -3.03 2.83 -2.35
O -2.13 0.79 -2.62
N -1.77 0.37 -0.04
C -2.19 -0.93 0.26
O -3.33 -1.26 0.49
N -1.08 -1.69 0.28
C 0.11 -0.98 -0.13
C 0.62 -1.48 -1.49
C 1.97 -0.84 -1.80
C 3.00 -1.31 -0.79
C 2.53 -1.11 0.63
C 3.46 -1.07 1.66
C 3.07 -0.91 2.98
C 1.72 -0.79 3.28
C 0.79 -0.82 2.26
C 1.18 -0.99 0.94
C -0.44 0.44 -0.31
O 0.17 1.44 -0.60
H -2.41 2.36 1.53
H -1.53 3.14 0.21
H -3.28 3.38 0.39
H -3.70 1.01 -0.18
H -2.93 3.03 -3.33
H -3.31 3.58 -1.74
H -1.11 -2.69 0.40
H -0.11 -1.23 -2.26
H 0.72 -2.57 -1.45
H 2.29 -1.11 -2.81
H 1.86 0.24 -1.75
H 3.94 -0.77 -0.93
H 3.21 -2.37 -0.93
H 4.51 -1.17 1.42
H 3.80 -0.89 3.76
H 1.40 -0.66 4.30
H -0.26 -0.72 2.49
```

Atomic partial charges in e from the Mulliken method, atoms 1 to 2: C -1.72; C -0.05

=====

Record 5
The following is a DFT calculation (ωB97M-V with the def2-TZVPD basis set) of a 5-piece molecular cluster, C2H13NO4 overall at a distorted geometry.

The total energy comes out at -439.668632 Ha. For the HOMO energy, the calculation gives -9.94 eV. The gap between HOMO and LUMO is 10.585 eV. Its spin multiplicity is 1. As for the LUMO energy: 0.64 eV.

XYZ file:
```
20
C2H13NO4, DFT ωB97M-V with the def2-TZVPD basis set
C -1.17 -1.60 1.78
N -0.30 -0.90 1.20
C 0.93 -0.68 1.96
H -2.18 -1.61 1.36
H -1.01 -2.32 2.59
H 0.89 -1.06 2.98
H 1.77 -1.16 1.45
H 1.17 0.38 1.90
O -0.67 2.07 -2.42
H -1.14 2.51 -3.13
H -0.80 1.12 -2.39
O 2.65 -0.78 -1.47
H 3.53 -0.40 -1.44
H 2.03 -0.05 -1.39
O -1.87 3.05 0.70
H -1.31 2.76 1.43
H -1.35 2.79 -0.07
O -0.47 -0.99 -1.78
H -0.88 -1.54 -1.10
H 0.18 -1.60 -2.16
```

Atomic partial charges in e from the Mulliken method, atoms 1 to 2: C -0.34; N -0.16